1.
Below is a molecular structure, C3H4LiO3Pt, with properties calculated with ωB97M-V/def2-TZVPD.

Computed properties:
2S+1 = 4
strongest force on any atom = 19.45 eV/A
gap between HOMO and LUMO (spin up / spin down) = 3.98 / 5.85 eV
electronic energy = -468.86777 Eh
HOMO level (spin up / spin down) = -4.867 / -8.308 eV
⟨S²⟩ = 3.759

XYZ file:
```
12
Properties=species:S:1:pos:R:3:mulliken_spin:R:1
C -1.086 0.205 0.390 0.789
C 0.276 -0.333 0.061 -0.036
O 1.154 0.767 -0.158 -0.006
C 2.418 0.527 -0.522 0.265
O 2.768 -0.670 -0.652 0.127
O -1.919 -0.501 0.967 0.161
H -1.159 1.309 0.465 0.007
H 0.204 -0.971 -0.833 0.047
H 0.628 -0.968 0.889 0.050
Pt 4.059 0.424 -0.987 0.588
Li -3.824 -0.496 0.871 0.052
H -3.519 0.706 -0.493 0.956
```



2.
Below is C25H38N2O4 in the gas phase, with properties calculated with ωB97M-V/def2-TZVPD.

Computed properties:
energy above the lowest of the compared OMol25 structures with the same formula, charge and spin = 21.5 kcal per mole
strongest force on any atom = 0.53 eV/A
gap between HOMO and LUMO = 9.23 eV
electronic energy = -1385.91308 Eh
HOMO level = -8.675 eV

XYZ file:
```
69
Properties=species:S:1:pos:R:3:lowdin_charge:R:1
C 8.823 2.396 2.009 -0.118
O 9.359 1.648 0.947 -0.185
C 8.716 0.419 0.710 -0.226
C 7.365 0.565 -0.002 -0.079
C 6.807 -0.805 -0.350 -0.444
O 7.369 -1.831 -0.021 0.065
N 5.656 -0.828 -1.069 -0.062
C 4.828 0.299 -1.423 -0.141
H 5.341 1.236 -1.222 0.113
C 3.506 0.246 -0.651 -0.095
H 2.881 1.098 -0.923 0.114
H 3.702 0.295 0.422 0.133
C 2.783 -1.074 -0.949 -0.337
C 3.712 -2.241 -0.610 -0.092
C 5.032 -2.103 -1.366 -0.129
H 5.729 -2.887 -1.069 0.122
H 4.855 -2.166 -2.446 0.132
H 3.229 -3.183 -0.868 0.126
H 3.899 -2.238 0.465 0.132
O 1.621 -1.224 -0.154 -0.010
C 0.470 -0.580 -0.483 -0.250
C -0.605 -0.809 0.379 0.014
C -1.826 -0.211 0.158 -0.027
C -2.011 0.631 -0.936 -0.159
C -0.952 0.831 -1.810 -0.005
C 0.283 0.249 -1.585 -0.007
H 1.081 0.441 -2.286 0.106
H -1.099 1.457 -2.678 0.124
C -3.345 1.217 -1.268 -0.445
O -3.853 1.023 -2.359 0.066
N -3.961 1.938 -0.296 -0.095
C -3.308 2.397 0.903 -0.039
H -2.233 2.241 0.835 0.091
H -3.680 1.877 1.790 0.080
H -3.500 3.466 1.031 0.095
C -5.287 2.465 -0.548 -0.151
H -5.252 3.555 -0.432 0.122
C -6.376 1.898 0.370 -0.168
H -6.020 1.877 1.401 0.101
C -6.887 0.513 -0.036 -0.170
C -5.911 -0.636 0.211 -0.321
C -6.477 -1.986 -0.282 -0.143
C -6.197 -3.012 0.827 -0.188
H -7.107 -3.209 1.396 0.107
H -5.838 -3.961 0.431 0.103
C -5.167 -2.338 1.732 -0.197
H -4.168 -2.450 1.307 0.104
H -5.162 -2.750 2.741 0.106
C -5.587 -0.873 1.690 -0.169
H -4.810 -0.209 2.068 0.092
H -6.485 -0.730 2.295 0.122
H -5.996 -2.276 -1.216 0.112
H -7.547 -1.910 -0.474 0.106
H -4.985 -0.433 -0.328 0.117
H -7.137 0.533 -1.099 0.120
H -7.808 0.311 0.519 0.116
H -7.219 2.591 0.331 0.111
H -5.525 2.232 -1.589 0.120
H -2.647 -0.412 0.829 0.104
H -0.452 -1.470 1.218 0.121
H 2.521 -1.125 -2.016 0.152
H 4.620 0.248 -2.500 0.134
H 7.514 1.153 -0.911 0.130
H 6.657 1.087 0.645 0.118
H 9.395 -0.152 0.073 0.132
H 8.578 -0.136 1.648 0.128
H 9.501 3.232 2.169 0.088
H 8.763 1.796 2.926 0.090
H 7.825 2.788 1.778 0.081
```



3.
Below is a molecular structure, C34H39N5O2P2S2Ti, with properties calculated with ωB97M-V/def2-TZVPD.

Computed properties:
strongest force on any atom = 7.42 eV/A
gap between HOMO and LUMO = 3.03 eV
total charge = +2
electronic energy = -4070.92107 Eh
HOMO level = -12.292 eV

XYZ file:
```
85
Properties=species:S:1:pos:R:3:lowdin_charge:R:1
Ti 0.257 -1.799 1.290 0.918
C -1.137 3.551 3.019 -0.095
C -1.670 2.695 2.143 -0.076
C -0.950 2.005 0.972 -0.198
C 0.194 1.044 1.443 -0.211
C 1.529 1.769 1.451 -0.104
C 1.645 3.020 1.892 -0.062
C 0.871 4.285 1.577 -0.166
C -0.113 4.624 2.730 -0.168
C 1.736 -3.098 1.400 -0.156
H -1.553 3.635 4.039 0.119
H -2.563 2.126 2.456 0.110
H -0.528 2.678 0.214 0.099
H -1.717 1.421 0.430 0.019
H -0.081 0.745 2.484 0.078
H 0.257 0.099 0.757 0.009
H 2.397 1.120 1.215 0.108
H 2.472 3.218 2.592 0.137
H 0.363 4.293 0.600 0.112
H 1.635 5.084 1.552 0.129
H 0.497 4.786 3.645 0.123
H -0.644 5.570 2.473 0.136
H 2.216 -2.720 2.328 0.049
H 2.493 -3.419 0.670 0.040
H 1.012 -3.913 1.724 0.051
P 1.613 -1.257 -1.556 1.146
P -2.228 -0.233 -1.524 1.117
N 2.877 -0.086 -2.173 -0.248
N 2.095 -2.376 -2.948 -0.234
N -2.128 1.198 -2.575 -0.277
N -3.634 -0.864 -2.495 -0.261
C 0.309 -0.417 -2.539 -0.441
C -0.995 -1.212 -2.460 -0.424
C 4.103 0.011 -1.519 -0.157
C 4.967 0.760 -2.304 -0.068
C 4.267 1.120 -3.490 -0.049
C 3.000 0.562 -3.403 -0.143
C 2.578 -3.653 -2.665 -0.159
C 2.913 -4.290 -3.865 -0.071
C 2.638 -3.366 -4.930 -0.047
C 2.141 -2.198 -4.335 -0.125
C -2.421 2.484 -2.113 -0.157
C -2.131 3.406 -3.104 -0.069
C -1.574 2.687 -4.210 -0.049
C -1.673 1.334 -3.894 -0.143
C -4.506 -0.206 -3.376 -0.124
C -5.213 -1.157 -4.130 -0.064
C -4.781 -2.461 -3.681 -0.075
C -3.841 -2.246 -2.671 -0.181
H 0.565 -0.196 -3.591 0.062
H 0.308 0.555 -2.014 0.078
H -1.347 -1.520 -3.466 0.111
H -0.874 -2.138 -1.863 0.044
H 4.218 -0.455 -0.555 0.089
H 5.977 1.016 -2.055 0.100
H 4.617 1.706 -4.315 0.105
H 2.196 0.632 -4.119 0.093
H 2.592 -3.990 -1.632 0.075
H 3.265 -5.313 -3.956 0.103
H 2.738 -3.546 -5.999 0.111
H 1.789 -1.287 -4.812 0.095
H -2.802 2.598 -1.113 0.094
H -2.367 4.459 -3.059 0.103
H -1.122 3.137 -5.089 0.109
H -1.424 0.477 -4.499 0.112
H -4.539 0.875 -3.440 0.107
H -5.951 -0.966 -4.905 0.103
H -5.096 -3.440 -4.053 0.104
H -3.240 -2.956 -2.113 0.090
O 1.019 0.959 4.349 -0.234
S 1.211 -0.466 4.458 0.696
O 2.539 -1.009 4.564 -0.220
N 0.336 -1.374 3.333 -0.298
C -0.659 -2.144 3.893 -0.590
S -1.436 -2.927 2.565 0.812
C -0.816 -1.927 5.319 -0.153
C -1.685 -2.422 6.358 0.052
C -1.647 -1.809 7.620 -0.010
C -0.828 -0.686 7.871 0.015
C 0.111 -0.274 6.917 0.006
C 0.152 -0.986 5.725 -0.220
H -2.400 -3.236 6.182 0.137
H -2.298 -2.147 8.434 0.133
H -0.891 -0.126 8.813 0.139
H 0.796 0.566 7.110 0.147
```